Density functional theory data (the ωB97M-V functional and the def2-TZVPD basis) for a molecular structure, C8H18O2.

XYZ file:
```
28
Properties=species:S:1:pos:R:3:forces:R:3
H -0.946 0.805 1.772 0.118 -0.026 -0.018
H 0.265 0.474 -1.815 0.061 -0.030 0.198
C 1.527 -0.599 0.368 -0.869 -1.218 0.588
H -0.555 -2.538 -0.011 0.102 0.089 -0.154
H 2.883 -0.690 2.058 -0.137 0.021 -0.244
H -1.995 -1.803 -0.658 0.055 0.279 -0.083
H 1.253 -1.203 2.437 -0.086 0.137 -0.057
C 0.090 2.122 -0.405 0.170 0.259 0.227
H -0.524 -1.825 -1.646 -0.022 -0.060 0.042
C 1.822 -0.480 1.851 -0.111 -0.078 0.129
H -1.002 -0.955 1.993 -0.010 0.128 -0.015
O 1.886 -1.913 -0.016 -0.358 -0.059 0.030
O 2.392 0.258 -0.346 -0.665 0.595 -0.345
H 3.307 0.061 -0.074 -0.544 -0.088 -0.031
H 1.619 0.535 2.198 -0.119 -0.122 -0.012
H 1.801 -1.947 -0.980 0.036 -0.052 0.202
C -1.207 -0.138 1.295 0.348 -0.141 0.047
H -1.944 0.603 -2.601 -0.288 0.097 -0.015
H 0.246 2.782 -1.263 -0.030 -0.085 0.099
H 1.003 2.156 0.192 0.109 -0.233 -0.149
H -2.289 -0.136 1.139 0.059 0.035 -0.194
C -0.907 -1.708 -0.630 0.352 0.095 0.205
H -0.679 2.586 0.215 -0.198 -0.212 -0.094
C -0.268 0.739 -0.903 -5.154 1.127 -1.965
C -0.468 -0.389 -0.010 3.769 -0.677 1.436
H -2.888 0.352 -1.110 0.548 -0.468 0.360
C -2.061 0.901 -1.559 2.551 0.601 -0.010
H -2.359 1.948 -1.491 0.313 0.086 -0.176
```
Forces are in eV/Å.

Properties
E_LUMO: 0.8 eV
2S+1: 1

Here are the Mulliken charges for atoms 1 to 5, given in e:
1 H 0.40
2 H 0.55
3 C 0.61
4 H 0.44
5 H 0.48



Density functional theory data (the ωB97M-V functional and the def2-TZVPD basis) for a molecular structure, C8H18O4Sr.

XYZ file:
```
31
Properties=species:S:1:pos:R:3:forces:R:3
H 0.889 -1.768 0.181 0.106 -0.099 -0.172
O 2.219 -0.289 -3.436 2.290 -0.607 -0.147
C -1.010 -2.385 -1.543 -0.098 -0.428 0.247
H 3.219 -1.985 -2.807 0.016 0.121 0.111
C 2.875 -0.072 -4.688 0.451 -0.032 -0.184
H 2.175 0.823 -0.215 -0.358 2.743 1.868
H 2.130 0.311 -5.392 0.147 -0.087 0.073
C 1.233 -1.856 -0.858 -0.265 0.209 0.330
H 3.094 -0.905 -0.291 -0.194 -0.064 -0.177
H 2.369 2.716 -0.392 -0.191 -0.100 0.185
C 2.252 2.022 0.447 0.504 -1.445 -1.591
Sr 0.111 0.102 -3.139 -2.935 2.882 -1.534
C 2.379 -0.933 -1.114 0.675 -1.000 0.168
H -1.787 -2.049 -2.237 0.092 -0.103 0.115
H 3.209 1.997 0.992 -0.254 -0.286 -0.071
O 1.200 2.448 1.239 -0.033 -0.609 -0.644
H -0.917 1.641 2.547 0.092 0.467 0.445
H 4.004 -0.421 -2.414 -0.133 -0.165 -0.002
O 0.125 -1.532 -1.720 0.239 -1.733 1.592
C 3.047 -0.955 -2.455 0.161 0.567 -0.040
H -0.145 1.467 4.124 -0.274 0.617 -0.208
H -0.722 -3.419 -1.774 -0.190 0.212 0.056
C -0.149 2.118 3.210 0.343 -0.962 -0.491
O -0.470 3.402 3.507 -0.085 -0.287 0.086
H -1.369 -2.305 -0.509 0.019 -0.052 -0.246
H 1.515 -2.904 -1.058 0.027 0.164 0.087
H 3.285 -1.023 -5.052 -0.090 0.268 -0.037
C 1.211 1.916 2.551 0.509 -0.108 0.410
H 3.673 0.669 -4.551 -0.146 -0.192 -0.116
H 1.994 2.422 3.147 -0.240 -0.161 -0.190
H 1.458 0.837 2.510 -0.184 0.269 0.079
```
Forces are in eV/Å.

Properties
expectation value of S²: 1.762
total charge: +1
E_LUMO (alpha / beta): -3.7 / -4.9 eV
2S+1: 2

Here are the Mulliken charges for atoms 1 to 5, given in e:
1 H 0.41
2 O -0.47
3 C -0.64
4 H 0.41
5 C -0.68



| no. | maximum force (eV/Å) |
| --- | --- |
| 1 | 5.630 |
| 2 | 4.390 |